Formula: C6H6BrN2
Source: the OMol25 dataset
Level of theory: ωB97M-V/def2-TZVPD

The geometry in XYZ format:
```
15
Properties=species:S:1:pos:R:3:forces:R:3
C -2.560 -1.525 -0.079 0.1 -0.3 0.8
C -1.404 -1.224 0.144 -2.3 -0.8 -1.0
C -0.087 -0.732 0.399 0.9 1.5 -1.0
N -0.211 0.582 1.118 1.6 0.9 -0.9
C 0.400 1.661 0.675 -1.9 -1.3 1.2
N 0.535 1.789 -0.616 0.2 0.9 -2.3
C 0.681 0.777 -1.389 1.7 1.6 0.4
C 0.992 -0.520 -0.831 -1.5 -1.9 1.6
Br 2.673 -0.360 0.147 0.4 -0.3 -0.6
H -3.625 -1.873 -0.087 1.7 0.6 -0.3
H 0.501 -1.296 1.077 0.1 -1.1 0.7
H -0.390 0.589 2.082 -0.6 -0.5 1.5
H 0.603 2.495 1.335 0.2 0.0 0.1
H 0.906 1.004 -2.399 -0.7 0.0 -1.3
H 0.984 -1.365 -1.575 0.1 0.8 1.0
```
Positions in Å, forces in eV/Å.

Orbital gap in eV: 8.6
Multiplicity: 1
SMILES: C#C[C@@H]1[NH+]=CN=C[C@H]1Br
LUMO energy in eV: -6.02
Max |F| in Eh/bohr: 0.056
Charge: +1
Energy above the lowest of the compared OMol25 structures with the same formula, charge and spin in eV: 0.000